Below is 2 unconnected molecules or ions with the total composition C6H11N2O, with properties calculated with the ωB97M-V functional and the def2-TZVPD basis.

Atoms and positions in Å:
H1 -1.00 -0.70 -1.19
H2 -0.82 2.17 2.42
H3 -0.20 -2.05 -0.22
N1 0.58 1.22 -0.40
H4 -0.10 0.08 3.23
H5 -0.51 2.82 -0.24
H6 -1.82 1.38 1.30
C1 -1.05 -1.72 -0.87
C2 2.54 0.05 -1.67
H7 -0.88 -2.48 -1.79
H8 3.51 -0.27 -1.94
C3 -0.80 1.56 1.61
H9 -2.00 -1.98 -0.36
C4 -0.16 1.92 0.32
N2 1.09 0.10 0.15
C5 0.88 -0.25 1.50
H10 2.13 0.88 -2.26
H11 1.59 -1.01 1.80
C6 -0.05 0.44 2.15
O1 2.23 -0.31 -0.45

Its net charge is +1. As for the calculated total energy: -11414.9636 eV. The value obtained for the relative energy (zero: lowest compared OMol25 entry of this formula, charge and spin) is 7.203 eV. As for the HOMO energy (spin up / spin down): -12.983 / -12.969 eV. The LUMO energy (spin up / spin down) comes out at -0.22037 / -0.22186 Eh.

Here are the Löwdin charges for atoms 1 to 5, given in e:
1. H -0.0142
2. H 0.0996
3. H 0.0117
4. N 0.1188
5. H 0.1611



Below is a single C2H6N2O2 molecule, with properties calculated with the ωB97M-V functional and the def2-TZVPD basis.

Atoms and positions in Å:
C1 0.84 1.01 0.52
N1 0.30 -1.50 -0.54
N2 -1.38 0.02 -0.07
H1 1.21 0.61 1.49
H2 0.19 1.88 0.67
O1 -1.80 -0.74 0.74
H3 0.03 0.26 -1.45
C2 -0.07 -0.14 -0.51
H4 1.28 -1.68 -0.32
H5 1.74 1.26 -0.08
H6 -0.28 -1.83 0.11
O2 -2.06 0.85 -0.56

As for the SMILES: C[C@@H](N)[N+](=O)[O-]. As for the calculated total energy: -9242.4456 eV. The value obtained for the relative energy (zero: lowest compared OMol25 entry of this formula, charge and spin) is 4.872 eV. As for the HOMO energy: -10.025 eV. The LUMO energy comes out at 0.01433 Eh.

Here are the Löwdin charges for atoms 1 to 5, given in e:
1. C 0.0314
2. N 0.1032
3. N -0.4671
4. H 0.0649
5. H 0.0622



Below is 17 unconnected molecules or ions with the total composition C18H53Cl4FO18, with properties calculated with the ωB97M-V functional and the def2-TZVPD basis.

Atoms and positions in Å:
O1 2.51 -1.03 -7.44
H1 6.41 0.75 0.40
O2 4.38 -0.37 4.42
C1 -1.56 0.57 -1.90
O3 -4.62 -1.57 -0.02
C2 0.06 -0.04 -0.23
O4 0.61 3.46 -1.04
C3 0.85 -3.76 -2.13
H2 -1.65 1.16 1.44
H3 -3.18 2.53 2.21
O5 -0.44 -4.33 3.07
H4 2.80 -2.91 -2.46
H5 4.70 -0.23 -1.08
H6 -5.51 -1.91 -0.15
H7 3.42 0.07 -0.34
H8 -0.83 -3.25 -3.27
H9 2.21 1.44 1.00
O6 -0.53 -7.32 3.93
O7 2.72 -1.09 7.13
H10 -4.17 -1.72 -0.87
O8 3.83 3.93 3.19
O9 7.35 0.87 0.26
C4 -2.39 -1.14 -3.60
H11 0.97 1.50 3.74
H12 -1.55 8.24 1.62
H13 7.60 1.62 0.80
H14 2.82 -4.48 -1.66
O10 -3.22 -2.84 4.08
H15 -3.69 0.96 -0.29
H16 -1.92 0.15 4.09
H17 2.30 -0.64 -3.73
H18 2.78 -0.62 -5.19
C5 1.33 1.24 1.62
O11 -2.03 1.56 -2.43
C6 -1.05 0.67 -0.51
H19 -1.09 -4.26 3.77
H20 -1.23 2.55 0.45
H21 -4.26 1.15 1.95
H22 -0.12 -3.43 2.95
H23 2.99 -0.44 7.79
F1 0.27 -5.01 -2.42
H24 -1.56 5.26 1.92
H25 -3.26 -2.06 -6.27
H26 -4.54 -1.23 -5.38
H27 -3.40 2.68 -0.48
Cl1 -1.51 0.59 -5.37
O12 -2.12 7.47 1.75
C7 -1.38 -0.73 -2.61
C8 2.33 -3.88 -2.42
H28 -3.70 -2.97 3.25
H29 -1.13 -7.31 4.69
O13 2.10 -0.97 -4.61
H30 -0.29 -6.40 3.78
Cl2 -0.32 -0.95 2.23
C9 -1.74 1.59 0.45
H31 1.63 -0.77 0.99
C10 -0.28 -1.45 -2.32
C11 -3.24 1.83 0.18
H32 -2.16 4.51 3.10
H33 -1.16 3.11 -3.47
H34 2.09 0.18 3.35
O14 -2.87 0.23 3.93
H35 0.18 3.69 -1.88
C12 0.08 -2.74 -2.98
C13 1.77 1.19 3.08
H36 -3.30 -0.06 4.75
H37 -0.88 4.44 -4.19
H38 -2.76 -2.00 3.95
H39 0.62 2.04 1.47
H40 4.65 -1.29 4.44
C14 -2.56 -0.65 -4.84
H41 0.73 2.51 -1.08
O15 -1.77 4.36 2.23
H42 4.35 4.50 3.77
H43 5.20 0.13 4.51
Cl3 -5.30 3.17 1.42
H44 -3.64 -0.38 -6.66
H45 -2.56 7.34 0.91
H46 2.63 1.84 3.21
O16 4.34 0.34 -0.40
O17 -0.50 3.81 -3.57
C15 -3.56 -1.10 -5.85
C16 -3.89 2.08 1.53
H47 0.67 -2.50 -3.87
H48 0.67 -3.60 -1.07
C17 0.79 -0.09 1.08
Cl4 -3.42 -2.46 -3.12
H49 3.30 -0.93 6.38
H50 1.64 -0.88 -7.06
C18 0.64 -0.84 -1.33
H51 2.45 -4.37 -3.39
H52 3.87 4.36 2.33
H53 2.38 -1.69 -8.12
O18 1.85 -0.95 -1.46

As for the calculated total energy: -109188.6185 eV. The value obtained for the relative energy (zero: lowest compared OMol25 entry of this formula, charge and spin) is 0.000 eV. As for the HOMO energy: -9.656 eV. The LUMO energy comes out at -0.06348 Eh.

Here are the Löwdin charges for atoms 1 to 5, given in e:
1. O -0.0548
2. H -0.0027
3. O -0.0432
4. C -0.2657
5. O -0.0666



Below is a molecular structure, C3H4KLiO4, with properties calculated with the ωB97M-V functional and the def2-TZVPD basis.

Atoms and positions in Å:
O1 2.40 0.17 0.21
C1 -4.30 0.10 0.47
C2 3.62 -0.06 0.15
O2 4.19 -1.18 0.22
H1 -4.75 1.03 0.11
O3 -2.91 -0.06 0.06
H2 3.99 1.67 -0.62
K1 -0.38 0.36 0.23
H3 -4.48 -0.16 1.52
Li1 5.99 -0.85 -0.17
H4 -3.98 -1.06 -1.52
C3 -3.85 -0.91 -0.45
O4 4.47 0.94 -0.21

The expectation value of S² is 0.753. Its net charge is +1. As for the calculated total energy: -27890.1313 eV. The value obtained for the relative energy (zero: lowest compared OMol25 entry of this formula, charge and spin) is 0.014 eV. As for the HOMO energy (spin up / spin down): -11.869 / -12.904 eV. The LUMO energy (spin up / spin down) comes out at -0.11172 / -0.11294 Eh. Its spin multiplicity is 2.

Here are the Löwdin charges for atoms 1 to 5, given in e:
1. O -0.0799
2. C -0.0889
3. C -0.8182
4. O -0.1100
5. H 0.1185



Below is a molecular structure, AgH18O9, with properties calculated with the ωB97M-V functional and the def2-TZVPD basis.

Atoms and positions in Å:
H1 6.60 6.22 -0.13
O1 2.04 5.56 1.76
H2 5.37 2.59 1.15
H3 2.08 7.68 -2.77
H4 4.41 9.48 -0.43
H5 4.88 7.74 3.75
O2 2.82 8.04 -2.25
H6 4.94 8.78 2.69
H7 2.37 9.41 0.39
H8 4.96 8.35 -1.25
H9 2.38 5.34 2.64
H10 1.15 8.73 1.15
H11 4.66 3.89 0.86
H12 1.32 6.09 2.03
H13 5.08 4.33 2.78
O3 4.69 2.98 0.53
H14 3.98 5.52 -1.82
O4 2.10 8.67 0.97
O5 6.03 5.61 0.37
H15 6.50 4.84 0.10
H16 3.11 7.30 -1.72
H17 4.84 5.38 3.76
Ag1 4.03 6.79 0.95
O6 4.96 7.84 2.83
O7 4.37 4.99 3.01
O8 4.88 8.66 -0.34
O9 3.40 5.70 -1.07
H18 2.76 4.96 -1.11

Its net charge is +1. As for the calculated total energy: -22712.9609 eV. The value obtained for the relative energy (zero: lowest compared OMol25 entry of this formula, charge and spin) is 0.177 eV. As for the HOMO energy: -12.799 eV. The LUMO energy comes out at -0.11634 Eh.

Here are the Löwdin charges for atoms 1 to 5, given in e:
1. H 0.0811
2. O -0.0551
3. H 0.0732
4. H 0.0663
5. H 0.0522



Below is a molecular structure, C4H4N2O2, with properties calculated with the ωB97M-V functional and the def2-TZVPD basis.

Atoms and positions in Å:
O1 -1.27 1.06 -0.06
N1 1.10 1.10 0.01
H1 2.81 -0.74 1.40
H2 3.08 0.22 -0.50
C1 1.07 -0.40 0.01
C2 -1.34 -0.39 -0.12
C3 2.58 -0.73 0.14
N2 -0.06 1.72 0.00
C4 0.00 -1.08 -0.25
H3 -0.02 -2.05 -0.46
O2 -2.43 -1.02 0.24
H4 2.64 -1.87 -0.66

As for the calculated total energy: -11281.9179 eV. The value obtained for the relative energy (zero: lowest compared OMol25 entry of this formula, charge and spin) is 6.622 eV. As for the HOMO energy: -10.616 eV. The LUMO energy comes out at -0.02776 Eh.

Here are the Löwdin charges for atoms 1 to 5, given in e:
1. O -0.0014
2. N 0.0697
3. H 0.1470
4. H 0.1168
5. C -0.3422



Below is a molecular structure, C30H24Cl5N6O2PdSSi, with properties calculated with the ωB97M-V functional and the def2-TZVPD basis.

Atoms and positions in Å:
C1 1.61 -7.00 0.09
H1 5.06 -2.19 4.35
N1 3.12 2.07 0.34
Cl1 -6.64 -1.95 -0.42
N2 -0.45 0.07 7.83
C2 0.54 0.45 3.15
H2 3.69 -4.28 -1.69
N3 0.80 1.84 -0.18
C3 2.07 -4.65 -0.32
C4 4.37 -1.51 2.45
C5 -4.55 -0.26 -0.28
C6 -1.75 0.19 3.20
N4 -0.62 0.35 2.50
C7 -3.20 -0.01 -0.10
O1 4.38 -0.19 -1.11
N5 6.87 -0.33 4.85
H3 1.59 0.49 5.02
Si1 1.64 -2.87 -0.05
N6 2.10 0.00 0.01
H4 -0.34 3.56 -0.29
H5 3.71 -2.35 2.33
H6 3.83 3.98 0.56
H7 1.08 -3.48 2.27
O2 3.20 -2.11 -0.13
C8 0.64 0.40 4.53
C9 -4.05 -2.60 0.02
H8 4.19 -6.64 -2.07
C10 -4.98 -1.58 -0.21
H9 1.62 5.08 0.09
H10 0.08 -2.12 1.77
C11 -1.76 0.11 4.58
H11 0.53 -5.41 1.00
H12 5.58 1.18 0.77
C12 1.73 4.00 0.09
Cl2 -5.64 1.02 -0.57
C13 2.03 1.36 0.03
H13 2.86 -8.40 -0.94
C14 2.96 3.39 0.33
H14 6.97 1.32 2.79
C15 -2.24 -0.99 0.14
C16 3.10 -5.03 -1.18
Cl3 -1.63 -3.65 0.47
C17 2.64 -7.35 -0.77
H15 6.76 -0.99 5.60
H16 1.03 -7.76 0.59
H17 -2.67 0.11 2.64
C18 -0.54 0.22 5.25
H18 1.44 -1.82 -2.25
Cl4 -4.60 -4.22 0.09
C19 4.49 -0.55 1.45
Pd1 -0.58 0.02 0.22
H19 0.08 -2.92 -1.98
C20 -2.69 -2.30 0.20
H20 -2.69 -0.02 5.12
C21 0.71 -2.16 -1.51
S1 3.56 -0.63 -0.03
C22 0.66 3.17 -0.13
C23 5.15 -1.43 3.58
C24 -0.49 0.14 6.68
H21 1.43 0.58 2.54
C25 1.33 -5.66 0.32
C26 6.23 0.54 2.70
H22 1.75 -1.85 2.18
H23 7.53 0.42 4.97
H24 0.06 -1.30 -1.28
Cl5 -2.60 1.64 -0.18
C27 1.07 -2.55 1.70
C28 3.38 -6.37 -1.40
C29 5.45 0.46 1.57
C30 6.09 -0.40 3.74

Its net charge is +1. As for the calculated total energy: -129334.4884 eV. The value obtained for the relative energy (zero: lowest compared OMol25 entry of this formula, charge and spin) is 0.018 eV. As for the HOMO energy: -10.797 eV. The LUMO energy comes out at -0.16333 Eh.

Here are the Löwdin charges for atoms 1 to 5, given in e:
1. C -0.0727
2. H 0.1173
3. N 0.1369
4. Cl 0.7345
5. N 0.1960



Below is a molecular structure, C32H36BrOsP2, with properties calculated with the ωB97M-V functional and the def2-TZVPD basis.

Atoms and positions in Å:
H1 4.06 -0.03 0.37
H2 2.91 0.41 -3.74
H3 -0.12 1.86 -1.96
H4 1.00 1.87 -3.29
H5 5.83 -2.50 -2.64
H6 1.21 -5.17 -1.33
H7 -0.58 -6.63 -2.21
H8 2.76 2.37 3.41
C1 -3.46 -1.02 -0.94
C2 1.41 -0.22 0.88
C3 -4.33 -0.68 -1.96
H9 -7.22 -0.59 -0.21
C4 1.55 2.18 1.52
H10 1.85 -1.68 2.45
H11 2.72 -0.04 4.02
C5 2.23 0.28 3.12
H12 -6.36 -0.24 -2.49
C6 0.17 3.49 3.44
C7 5.02 -1.33 -1.03
H13 0.73 -2.81 -0.81
C8 0.32 -0.13 -2.79
H14 0.13 5.63 3.18
H15 1.92 3.13 1.16
C9 3.47 -0.10 -2.97
C10 0.50 4.75 2.64
H16 4.50 -1.35 -4.37
C11 -5.30 -1.08 0.62
C12 -0.79 -5.58 -2.00
H17 -2.85 -5.70 -2.60
C13 -2.06 -5.07 -2.21
H18 -1.63 2.46 4.11
C14 -1.20 -0.39 -2.74
H19 -3.96 -0.53 -2.97
H20 -1.87 3.46 2.67
H21 1.62 -0.99 0.13
C15 -3.95 -1.22 0.36
C16 -5.68 -0.52 -1.69
H22 0.84 -0.87 -2.17
Os1 -0.64 0.39 0.39
C17 0.73 1.31 -2.39
C18 1.78 -0.62 2.23
H23 -3.33 -3.34 -2.08
C19 -0.05 -3.44 -1.21
Br1 -2.16 2.19 0.03
H24 -1.50 -1.08 -3.54
H25 -1.70 4.21 4.26
C20 5.14 -1.72 -2.36
C21 -6.17 -0.72 -0.41
H26 -5.68 -1.23 1.62
C22 0.22 -4.77 -1.50
H27 -3.26 -1.49 1.15
C23 4.12 -0.35 -0.67
H28 0.02 4.73 1.66
H29 0.34 4.37 5.42
P1 2.16 1.62 -1.21
C24 0.66 2.22 2.73
H30 0.68 2.64 5.38
C25 4.38 -1.08 -3.33
H31 1.87 3.80 4.78
C26 -2.33 -3.74 -1.92
C27 -1.32 -2.92 -1.43
H32 0.66 -0.32 -3.81
C28 3.30 0.25 -1.63
P2 -1.66 -1.16 -1.13
H33 -1.77 0.53 -2.87
H34 1.58 4.87 2.51
H35 -0.07 1.40 2.79
C29 1.47 1.13 0.46
C30 2.07 1.71 2.90
H36 5.65 -1.79 -0.28
C31 -1.35 3.40 3.63
C32 0.81 3.58 4.84

The expectation value of S² is 6.015. Its net charge is +1. As for the calculated total energy: -124847.5415 eV. The value obtained for the relative energy (zero: lowest compared OMol25 entry of this formula, charge and spin) is 1.817 eV. As for the HOMO energy (spin up / spin down): -10.666 / -10.945 eV. The LUMO energy (spin up / spin down) comes out at -0.10989 / -0.18013 Eh. Its spin multiplicity is 5.

Here are the Löwdin charges for atoms 1 to 5, given in e:
1. H 0.1059
2. H 0.1017
3. H 0.0069
4. H 0.0769
5. H 0.1083



Below is 2 unconnected molecules or ions with the total composition C31H28NO3, with properties calculated with the ωB97M-V functional and the def2-TZVPD basis.

Atoms and positions in Å:
C1 4.73 1.29 -1.70
H1 -1.91 0.86 1.73
H2 4.98 2.20 0.24
H3 2.75 -4.50 1.03
C2 1.99 -2.50 1.10
C3 -1.39 -1.24 1.73
H4 1.79 0.22 -3.03
C4 -1.91 -2.55 1.78
C5 -0.58 4.68 0.66
C6 -0.33 -0.74 -2.06
C7 2.48 0.67 -2.31
H5 1.74 0.19 1.33
C8 -4.14 -1.69 2.20
H6 -5.61 -3.76 3.31
C9 3.83 0.65 -2.58
H7 -4.33 0.46 2.17
C10 4.25 1.81 -0.47
H8 -3.60 -1.15 -2.96
C11 -1.47 -1.32 -2.60
C12 -3.63 -0.37 2.07
H9 3.80 -3.32 1.85
C13 -3.25 -2.79 2.07
H10 1.42 3.92 0.28
O1 6.04 1.51 -1.98
C14 -2.73 -0.69 -2.50
H11 2.54 2.29 0.70
H12 -2.66 5.22 0.89
H13 -0.22 5.58 1.16
C15 0.56 1.39 -0.90
C16 1.97 1.30 -1.15
H14 2.35 -3.96 2.68
H15 4.20 0.17 -3.50
H16 6.42 0.15 -3.54
H17 -1.39 -2.28 -3.12
C17 -2.45 3.33 -0.13
O2 -5.47 -1.85 2.42
C18 2.90 1.86 -0.23
N1 0.83 -2.21 1.78
H18 -3.84 0.99 -1.64
C19 -0.44 0.53 -1.49
C20 0.06 -1.06 1.60
C21 -5.99 -3.20 2.44
H19 7.55 1.52 -3.30
H20 0.63 -1.26 -2.03
C22 -1.72 1.14 -1.33
C23 0.35 3.75 0.19
H21 -5.75 -3.74 1.51
C24 -1.53 2.41 -0.62
H22 0.12 1.05 1.74
C25 -1.96 4.47 0.51
C26 -2.87 0.52 -1.80
C27 6.51 1.22 -3.32
C28 2.76 -3.64 1.71
H23 -3.52 3.13 -0.26
C29 -2.29 -0.16 1.83
H24 -7.07 -3.06 2.53
O3 2.35 -1.89 0.10
H25 -1.28 -3.42 1.61
C30 -0.12 2.59 -0.42
H26 0.52 -2.92 2.44
C31 0.65 0.16 1.40
H27 -3.60 -3.81 2.20
H28 5.96 1.81 -4.07

Its net charge is +1. As for the calculated total energy: -40226.8683 eV. The value obtained for the relative energy (zero: lowest compared OMol25 entry of this formula, charge and spin) is 0.000 eV. As for the HOMO energy: -10.392 eV. The LUMO energy comes out at -0.18788 Eh.

Here are the Löwdin charges for atoms 1 to 5, given in e:
1. C -0.2268
2. H 0.1051
3. H 0.1334
4. H 0.0952
5. C -0.4899



Below is a molecular structure, C23H54ClF3N2O8Si2, with properties calculated with the ωB97M-V functional and the def2-TZVPD basis.

Atoms and positions in Å:
H1 2.16 3.80 2.70
O1 -0.35 -2.30 4.03
H2 -4.56 8.75 -0.22
H3 3.25 -1.01 -0.98
H4 -4.16 -6.78 -3.91
C1 -0.91 -3.16 2.95
Si1 3.28 -0.49 1.62
H5 -1.37 6.27 -1.66
C2 -4.32 8.30 -1.19
H6 -3.68 -5.54 -2.74
Cl1 4.38 -3.38 6.04
C3 -0.11 4.53 -1.40
H7 -0.33 -4.63 1.30
O2 -3.03 7.73 -1.13
C4 4.72 -2.47 3.38
H8 -5.04 7.50 -1.40
H9 -0.23 5.98 -2.99
H10 5.74 -3.09 3.43
H11 -0.54 -0.33 2.27
H12 -1.52 -5.84 -3.45
C5 -4.67 2.31 -1.77
C6 -0.36 5.94 -1.91
C7 -1.85 -3.32 -0.63
O3 -3.00 3.07 -0.22
H13 -0.80 3.82 -1.85
H14 -4.93 1.47 -1.12
C8 -0.38 -2.79 -1.13
C9 3.34 -0.09 -0.26
H15 -4.90 3.82 -0.25
O4 0.03 -3.21 -2.35
H16 -3.91 1.94 -2.47
O5 1.85 -1.36 2.16
C10 2.30 -5.00 -0.52
C11 4.95 -1.32 2.24
H17 -1.78 -2.62 2.34
H18 -1.08 -2.10 4.70
H19 -2.59 -3.20 -1.57
O6 -0.27 4.49 0.01
H20 5.61 -0.46 2.75
H21 -2.75 -4.14 -4.62
H22 2.69 4.35 0.96
F1 4.69 -5.66 -1.40
H23 5.61 -1.68 1.31
C12 4.52 -1.86 4.91
C13 -3.44 -5.98 -3.71
Si2 1.34 -2.60 1.03
H24 -1.46 -4.05 3.52
H25 4.41 0.38 -0.47
C14 -4.37 9.35 -2.29
C15 2.84 -3.67 0.34
H26 3.79 -3.14 3.17
C16 -0.13 -0.52 -0.07
O7 -2.15 -6.55 -3.64
H27 3.61 -3.04 -0.27
H28 -3.86 4.31 -1.61
H29 1.38 -5.48 0.04
H30 4.35 2.70 1.42
H31 5.44 -1.25 5.30
H32 -4.48 -4.48 -4.87
O8 0.03 0.47 -0.98
N1 0.53 -1.84 -0.39
N2 3.38 2.32 1.48
C17 3.49 -6.17 -0.65
H33 3.49 -1.30 5.02
H34 2.57 0.78 -0.50
F2 3.82 -6.82 0.64
H35 -2.40 8.45 -0.94
H36 -2.07 -0.75 1.15
H37 -2.34 -2.71 0.24
H38 -1.18 4.77 0.21
C18 -3.49 -4.93 -4.81
H39 -3.23 -5.38 -5.77
H40 3.44 -4.14 1.26
H41 0.94 -4.48 2.69
C19 2.33 3.41 1.59
H42 -3.63 10.14 -2.10
H43 0.91 4.22 -1.63
C20 -4.14 3.47 -0.96
H44 2.06 -4.69 -1.64
H45 -5.36 9.80 -2.36
H46 0.33 6.64 -1.44
H47 1.28 3.09 1.11
H48 2.13 1.36 2.97
H49 -1.35 0.99 1.19
C21 -1.05 -0.17 1.23
C22 0.22 -3.87 2.00
H50 -2.33 2.77 -0.86
C23 3.23 1.25 2.54
H51 -5.55 2.60 -2.35
H52 3.98 1.31 3.43
H53 -1.78 -4.47 -0.42
H54 -4.12 8.90 -3.26
F3 2.88 -7.21 -1.57

As for the calculated total energy: -80511.3831 eV. As for the HOMO energy: -8.241 eV. The LUMO energy comes out at -0.02088 Eh.

Here are the Löwdin charges for atoms 1 to 5, given in e:
1. H 0.0896
2. O -0.1479
3. H 0.1089
4. H 0.0406
5. H 0.1133



- calculated total energy of number 8 (C32H36BrOsP2)?
  -124847.5415 eV